*one*
ORCA calculation (the ωB97M-V functional and the def2-TZVPD basis) on a 2-piece molecular cluster, C5H8S overall.

Last columns: bonded neighbours and bond lengths (Å).
Atoms and positions in Å:
1 C -1.551 -0.277 0.572  C4 1.359, S6 1.625, H7 1.053
2 C 0.639 1.142 0.699  C3 1.513, C4 1.465, H8 1.082, H9 1.134
3 C -0.059 1.382 -0.621  C2 1.513, C4 1.480, H10 1.073, H11 1.135
4 C -0.328 0.171 0.184  C1 1.359, C2 1.465, C3 1.480
5 C 0.864 -1.699 -0.490  H12 1.131, H13 1.055, H14 1.090
6 S -2.830 -0.477 -0.410  C1 1.625
7 H -1.775 -0.569 1.559  C1 1.053
8 H 1.708 0.999 0.615  C2 1.082
9 H 0.379 1.754 1.618  C2 1.134
10 H -0.819 2.123 -0.781  C3 1.073
11 H 0.605 1.066 -1.486  C3 1.135
12 H 1.927 -1.469 -0.178  C5 1.131
13 H 0.837 -1.804 -1.539  C5 1.055
14 H 0.401 -2.342 0.258  C5 1.090

The multiplicity is 1. For the HOMO-LUMO gap (alpha / beta), the calculation gives 7.437 / 7.438 eV. The LUMO energy (alpha / beta) is -1.0 / -1.0 eV. For the HOMO energy (alpha / beta), the calculation gives -8.472 / -8.472 eV.



*two*
ORCA calculation (the ωB97M-V functional and the def2-TZVPD basis) on one molecule with the formula C5H8S.

Last columns: bonded neighbours and bond lengths (Å).
Atoms and positions in Å:
1 C -3.048 -1.295 -0.263  C2 1.464, H6 1.135, H7 1.082, H8 1.078
2 C -1.745 -0.646 -0.110  C1 1.464, C3 1.181
3 C -0.651 -0.308 0.181  C2 1.181, C4 1.411
4 C 0.549 0.341 0.539  C3 1.411, C5 1.579, H9 1.142, S14 1.800
5 C 1.687 -0.520 1.216  C4 1.579, H10 1.122, H11 1.123, H12 1.123
6 H -3.000 -2.424 -0.149  C1 1.135
7 H -3.428 -1.167 -1.268  C1 1.082
8 H -3.813 -1.027 0.448  C1 1.078
9 H 0.405 1.160 1.322  C4 1.142
10 H 1.182 -0.939 2.125  C5 1.122
11 H 1.954 -1.387 0.554  C5 1.123
12 H 2.575 0.070 1.569  C5 1.123
13 H 0.321 1.663 -1.321  S14 1.336
14 S 1.441 1.163 -0.791  C4 1.800, H13 1.336

As for the structure (SMILES): CC#C[C@@H](C)S. The multiplicity is 1. For the HOMO-LUMO gap, the calculation gives 9.802 eV. The LUMO energy is 0.8 eV. For the HOMO energy, the calculation gives -8.976 eV.



*three*
ORCA calculation (the ωB97M-V functional and the def2-TZVPD basis) on one molecule with the formula C5H8S.

Last columns: bonded neighbours and bond lengths (Å).
Atoms and positions in Å:
1 C 0.856 0.850 1.125  C4 1.420, S6 1.615, H7 1.152
2 C -0.049 0.609 -1.236  C3 1.600, C4 1.510, H8 1.066, H9 1.121
3 C -1.289 0.557 -0.228  C2 1.600, C4 1.541, H10 1.197, H11 1.076
4 C 0.125 0.093 0.172  C1 1.420, C2 1.510, C3 1.541, C5 1.863
5 C 0.310 -1.761 0.205  C4 1.863, H12 1.041, H13 1.044, H14 1.089
6 S 0.971 2.460 1.159  C1 1.615
7 H 1.419 0.310 1.972  C1 1.152
8 H -0.108 -0.185 -1.944  C2 1.066
9 H 0.561 1.490 -1.565  C2 1.121
10 H -1.402 1.663 0.217  C3 1.197
11 H -2.164 -0.044 -0.404  C3 1.076
12 H -0.033 -1.983 1.162  C5 1.041
13 H 1.251 -2.111 -0.080  C5 1.044
14 H -0.447 -1.950 -0.555  C5 1.089

As for the structure (SMILES): CC1(C=S)CC1. The multiplicity is 1. For the HOMO-LUMO gap, the calculation gives 8.556 eV. The LUMO energy is -0.1 eV. For the HOMO energy, the calculation gives -8.646 eV.



Order of stability, best first: *two*, *three*, *one*